{"formula": "C30H36N6O11P2STi", "method": "ωB97M-V/def2-TZVPD", "species": ["Ti", "C", "C", "N", "C", "S", "N", "N", "C", "C", "C", "C", "C", "C", "C", "N", "H", "H", "H", "H", "H", "H", "H", "H", "H", "H", "H", "H", "H", "C", "C", "O", "P", "O", "O", "O", "P", "O", "O", "O", "H", "H", "H", "H", "H", "H", "H", "O", "C", "N", "C", "O", "C", "C", "C", "C", "C", "C", "H", "H", "H", "H", "C", "C", "C", "C", "C", "C", "C", "O", "C", "C", "C", "H", "H", "H", "H", "H", "H", "H", "H", "H", "H", "H", "H", "O", "N"], "xyz": [[-0.78588, -0.59238, -0.65278], [1.10955, 4.77743, 0.18692], [-0.31325, 5.26120, -0.03765], [-1.32510, 4.43465, 0.61132], [-1.73181, 3.24433, 0.11972], [-3.19058, 2.57614, 0.85689], [-1.06907, 2.69268, -0.84649], [-1.57673, 1.47831, -1.27841], [-2.01730, 1.46756, -2.48339], [-1.96761, 2.63816, -3.40025], [-2.72458, 0.21524, -2.83248], [-3.54454, 0.06467, -3.93403], [-4.40763, -1.02563, -3.96214], [-4.40886, -1.92129, -2.91012], [-3.47290, -1.75814, -1.90000], [-2.64350, -0.72343, -1.87870], [1.81038, 5.46440, -0.28883], [1.34376, 4.72891, 1.25143], [1.25322, 3.79325, -0.25432], [-0.43654, 6.26763, 0.36064], [-0.52909, 5.30101, -1.10905], [-1.93054, 4.85022, 1.29723], [-2.13176, 3.56560, -2.85916], [-0.96392, 2.67788, -3.83431], [-2.68445, 2.55920, -4.21067], [-3.55068, 0.79314, -4.72921], [-5.08847, -1.15557, -4.79282], [-5.09253, -2.75700, -2.87894], [-3.36507, -2.47097, -1.09395], [1.38437, -3.06599, -4.92802], [1.13183, -2.61661, -3.48706], [2.01738, -3.26000, -2.57290], [-0.48840, -3.17884, -2.87729], [-0.47559, -4.75356, -3.00688], [-1.54925, -2.72906, -3.95568], [-0.87119, -2.71880, -1.51389], [1.21183, -0.76886, -3.36168], [2.69263, -0.64433, -2.80340], [0.88251, -0.08732, -4.61559], [0.26851, -0.41169, -2.18379], [1.12653, -4.11651, -5.06603], [2.44708, -2.95082, -5.14424], [0.84879, -2.43598, -5.63863], [2.85155, -2.77024, -2.57735], [0.01777, -5.21722, -2.31713], [-1.30944, -2.88614, -4.87887], [2.82754, 0.13307, -2.22733], [2.33525, 0.87568, -0.58898], [1.65246, 1.13817, 0.38977], [0.33499, 0.75877, 0.58852], [-0.08907, 1.30360, 1.79835], [-1.22678, 1.31740, 2.22078], [1.07472, 1.95093, 2.46815], [1.17918, 2.57884, 3.69086], [2.41919, 3.12948, 4.00803], [3.49241, 3.05304, 3.12195], [3.36589, 2.42304, 1.88631], [2.13459, 1.87680, 1.59135], [0.33619, 2.63776, 4.36641], [2.55646, 3.62932, 4.95796], [4.43869, 3.49643, 3.40248], [4.19102, 2.36808, 1.18869], [2.89929, -1.05575, 4.67224], [1.76742, -1.59458, 3.83479], [1.97895, -1.78117, 2.52318], [1.04863, -2.35020, 1.53543], [1.48062, -3.09270, 0.34360], [-0.97275, -1.95963, 2.71539], [-1.87980, -1.24188, 2.05620], [-1.81375, -1.11793, 0.71733], [-0.73076, -1.89387, 4.15463], [-1.91176, -1.82696, 5.07710], [0.53006, -1.79192, 4.60259], [3.81538, -0.94465, 4.09507], [3.09826, -1.71988, 5.51542], [2.63031, -0.08076, 5.08606], [2.96260, -1.54394, 2.12738], [2.53564, -3.24436, 0.16434], [1.79151, -1.09550, 0.02903], [0.81002, -3.85945, -0.01226], [-2.65374, -0.66222, 2.53684], [-2.41377, -0.86048, 4.98130], [-1.60034, -1.93582, 6.11449], [-2.64149, -2.60194, 4.84254], [0.66445, -1.72809, 5.67784], [-0.16519, -2.81217, 1.97997], [0.99599, -1.70977, 0.17814]], "forces_ev_per_angstrom": [[-0.08, -0.47, 0.38], [0.02, 0.02, 0.00], [-0.01, 0.02, 0.01], [-0.01, 0.04, -0.05], [-0.03, 0.00, 0.01], [0.01, 0.01, -0.03], [0.08, -0.06, 0.04], [0.20, 0.07, -0.11], [-0.24, 0.00, 0.00], [0.03, -0.02, -0.04], [0.11, 0.09, -0.09], [-0.13, -0.07, 0.13], [0.00, -0.01, -0.01], [0.00, -0.01, 0.01], [-0.02, 0.01, 0.02], [0.16, -0.02, -0.04], [0.00, 0.01, 0.01], [-0.01, -0.01, 0.00], [0.00, 0.00, -0.01], [0.00, 0.00, -0.01], [0.00, -0.03, 0.00], [0.03, -0.02, 0.03], [-0.01, -0.01, -0.01], [0.01, 0.01, 0.01], [0.00, 0.00, -0.01], [-0.01, 0.02, 0.01], [0.00, 0.00, 0.00], [0.00, 0.00, 0.00], [0.00, 0.00, 0.00], [-0.01, -0.02, -0.01], [-0.01, 0.01, -0.04], [0.03, -0.08, -0.04], [0.07, 0.02, -0.02], [-0.05, -0.01, 0.04], [-0.01, -0.02, -0.01], [-0.04, 0.18, -0.05], [-0.09, 0.03, 0.10], [0.11, 0.15, -0.24], [0.03, -0.10, -0.09], [0.24, 0.34, -0.14], [0.02, -0.01, 0.01], [-0.01, 0.03, 0.00], [-0.02, -0.01, 0.01], [-0.03, 0.04, 0.05], [0.04, 0.01, -0.03], [0.01, 0.00, 0.00], [-0.11, -0.12, 0.18], [0.02, -0.01, 0.10], [0.01, -0.03, 0.02], [-0.12, -0.06, -0.15], [-0.07, 0.16, 0.03], [0.02, -0.01, -0.01], [0.00, 0.01, -0.02], [0.01, 0.00, -0.02], [0.01, 0.01, 0.00], [0.00, 0.01, 0.01], [-0.01, -0.02, -0.01], [0.02, -0.02, 0.01], [0.00, 0.00, 0.00], [0.00, 0.00, 0.00], [0.00, 0.00, -0.01], [0.00, 0.00, 0.00], [0.01, 0.01, 0.00], [0.00, 0.02, -0.02], [0.02, -0.03, 0.02], [0.00, -0.01, 0.00], [0.09, 0.04, -0.10], [-0.04, 0.02, 0.04], [0.05, -0.07, -0.06], [-0.07, 0.04, 0.05], [0.01, 0.05, -0.02], [0.00, -0.03, 0.03], [-0.03, -0.03, 0.01], [0.00, 0.00, 0.00], [0.00, 0.00, 0.00], [0.00, 0.00, 0.01], [0.00, 0.01, -0.01], [0.00, -0.02, -0.02], [-0.02, -0.01, 0.02], [-0.01, 0.00, 0.01], [0.06, 0.04, 0.06], [-0.02, -0.01, -0.02], [0.00, 0.02, 0.00], [0.00, -0.01, 0.01], [-0.01, -0.02, 0.00], [0.00, -0.02, 0.00], [-0.19, -0.03, 0.07]], "mulliken_spin": [0.005, 0.004, -0.005, 0.002, -0.041, 0.928, 0.098, 0.004, -0.008, -0.006, 0.005, 0.000, 0.000, -0.001, 0.001, -0.002, 0.000, 0.000, 0.000, -0.001, 0.002, -0.006, -0.001, 0.001, 0.001, 0.000, 0.000, 0.000, 0.000, 0.000, 0.000, 0.000, 0.000, 0.000, 0.000, -0.001, 0.000, 0.000, 0.000, -0.005, 0.000, 0.000, 0.000, 0.000, 0.000, 0.000, 0.000, 0.003, 0.008, 0.015, -0.039, 0.023, 0.028, 0.001, 0.000, 0.000, 0.001, -0.006, 0.001, 0.000, 0.000, 0.000, 0.000, 0.001, 0.000, 0.000, 0.000, 0.006, 0.000, -0.012, 0.000, 0.000, 0.000, 0.000, 0.000, 0.000, 0.000, 0.000, -0.001, 0.000, -0.004, 0.000, 0.000, 0.000, 0.000, 0.000, 0.000], "homo_ev": [-10.33, -10.33], "homo_lumo_gap_ev": [7.085, 5.732], "lumo_ha": [-0.11914, -0.16883], "charge": 1, "spin_multiplicity": 2}